Entry 1:
20
Properties=species:S:1:pos:R:3 method="wB97M-V/def2-TZVPD" lumo_ev="-6.4 / -6.6" spin_multiplicity=6 charge=+1 orbital_gap_ev="4.788 / 4.636"
O 4.099 0.099 0.091
C 2.886 0.199 0.449
O 2.456 -0.537 1.389
O 2.103 0.998 -0.225
C 0.671 0.810 -0.247
Mn 4.212 -1.209 1.527
H 0.588 -0.162 0.264
H 0.511 1.457 -1.124
C -0.517 1.656 0.795
C -1.705 0.996 0.261
H -0.417 2.700 0.468
H -0.290 1.365 1.829
H -2.443 0.698 1.014
C -1.495 0.094 -0.780
C -1.995 -1.322 -0.703
O -1.023 -2.199 -1.251
H -1.222 0.457 -1.776
H -2.943 -1.399 -1.263
H -2.199 -1.594 0.347
H -1.277 -3.106 -1.065

=====

Entry 2:
16
Properties=species:S:1:pos:R:3 method="wB97M-V/def2-TZVPD" lumo_ev=1.0 charge=0 orbital_gap_ev=9.014
C 1.461 -0.669 -0.042
C 0.435 0.448 1.836
C -1.668 -0.434 0.614
C 0.337 0.532 -2.110
N 0.823 -0.769 1.114
C -0.265 0.086 0.568
C 0.514 0.025 -0.707
H 2.392 -1.115 -0.400
H -0.033 0.238 2.787
H 1.186 1.227 1.836
H -2.074 -0.415 1.631
H -2.317 0.185 -0.013
H -1.724 -1.465 0.248
H 0.757 1.544 -2.160
H 0.898 -0.061 -2.835
H -0.720 0.642 -2.367

=====

Entry 3:
16
Properties=species:S:1:pos:R:3 method="wB97M-V/def2-TZVPD" lumo_ev="-0.6 / -0.6" charge=0 orbital_gap_ev="7.368 / 7.369"
C -1.214 1.437 -0.024
C -0.112 0.557 -0.085
C 0.056 -0.842 0.081
C -1.018 -1.850 0.357
C 1.440 -1.043 0.120
C 2.041 0.208 -0.128
N 1.102 1.151 -0.248
H -2.187 1.076 -0.369
H -0.429 2.621 -0.862
H -1.290 2.213 0.732
H -0.684 -2.854 0.074
H -1.934 -1.629 -0.204
H -1.280 -1.879 1.421
H 1.949 -1.997 0.215
H 3.077 0.414 -0.366
H 0.483 2.417 -0.714

=====

Entry 4:
16
Properties=species:S:1:pos:R:3 method="wB97M-V/def2-TZVPD" lumo_ev=1.1 charge=0 orbital_gap_ev=9.367
C 0.504 0.094 1.710
C -0.775 0.535 0.875
C -0.555 -0.504 -1.326
C 0.750 -1.175 -1.117
C 0.633 0.321 -0.890
C 0.530 1.056 0.462
H 0.582 0.581 2.623
H 0.746 -0.921 1.701
H -1.424 1.355 1.454
H -2.469 -0.546 0.021
H -1.053 -0.197 -2.368
H 1.426 -1.577 -1.817
H 0.784 -1.658 -0.031
H 1.185 0.926 -1.690
H 0.548 2.213 0.391
N -1.412 -0.502 0.002

=====

Entry 5:
16
Properties=species:S:1:pos:R:3 method="wB97M-V/def2-TZVPD" lumo_ev=0.3 charge=0 orbital_gap_ev=7.570
C -1.401 2.035 -0.121
C -0.478 0.946 0.310
C -0.608 0.177 1.524
C 0.482 -1.885 -0.568
C 0.477 -0.649 1.393
C 1.144 -0.605 0.051
N 0.540 0.593 -0.483
H -2.239 2.059 0.572
H -1.776 1.872 -1.136
H -0.896 3.004 -0.101
H 1.173 -2.456 -1.178
H -0.367 -1.559 -1.168
H 0.087 -2.551 0.202
H 0.768 -1.461 2.061
H 2.236 -0.604 -0.051
H 0.858 1.082 -1.307

=====

Entry 6:
16
Properties=species:S:1:pos:R:3 method="wB97M-V/def2-TZVPD" lumo_ev=1.0 charge=0 orbital_gap_ev=9.993
C 3.326 0.427 0.089
C 2.016 -0.116 -0.204
C 0.852 -0.324 -0.421
C -0.420 -0.967 -0.699
N -1.466 -0.680 0.290
C -2.748 -0.175 -0.180
C -1.806 0.714 0.528
H 3.865 0.661 -0.832
H 3.931 -0.244 0.704
H 3.138 1.352 0.636
H -0.732 -0.731 -1.731
H -0.100 -2.016 -0.638
H -3.629 -0.535 0.347
H -2.885 0.010 -1.246
H -1.311 1.486 -0.058
H -2.018 0.983 1.562

=====

Entry 7:
16
Properties=species:S:1:pos:R:3 method="wB97M-V/def2-TZVPD" lumo_ev=1.1 charge=0 orbital_gap_ev=8.561
C 1.013 0.279 1.629
C 0.107 0.526 0.432
C -1.558 0.342 0.267
C -0.844 -0.821 -0.133
C -0.016 -0.791 -1.398
N 0.122 0.478 -2.099
C 0.874 0.262 -0.898
H 1.501 -0.704 1.543
H 0.470 0.325 2.571
H 1.845 0.998 1.717
H -2.179 0.183 1.160
H -2.028 1.018 -0.440
H -0.894 -1.742 0.436
H 0.249 -1.701 -1.917
H -0.627 1.141 -1.929
H 1.961 0.212 -0.939

=====

Entry 8:
16
Properties=species:S:1:pos:R:3 method="wB97M-V/def2-TZVPD" lumo_ev=0.9 charge=0 orbital_gap_ev=11.945
C 1.439 1.189 0.179
C 0.458 0.041 -0.014
C -0.617 -0.279 1.063
C -1.561 -0.708 -0.088
C -0.724 0.195 -1.018
C 1.202 -1.195 -0.296
N 1.731 -2.197 -0.525
H 2.010 1.355 -0.742
H 2.146 0.962 0.984
H 0.899 2.107 0.430
H -0.946 0.650 1.539
H -0.359 -0.992 1.851
H -1.391 -1.754 -0.361
H -2.635 -0.518 0.029
H -0.559 -0.080 -2.067
H -1.094 1.224 -0.963

=====

Entry 9:
16
Properties=species:S:1:pos:R:3 method="wB97M-V/def2-TZVPD" lumo_ev=1.0 charge=0 orbital_gap_ev=8.703
C 2.420 -0.298 -0.162
C 1.021 -0.108 0.307
C -0.032 -0.978 0.323
C -1.222 -0.207 0.501
C -2.302 -0.365 -0.530
C -0.830 1.078 0.769
N 0.527 1.142 0.610
H 3.157 -0.005 0.589
H 2.578 -1.347 -0.426
H 2.593 0.295 -1.070
H 0.006 -2.042 0.107
H -1.748 0.031 -1.425
H -3.187 0.250 -0.338
H -2.592 -1.403 -0.715
H -1.447 1.964 0.863
H 1.060 1.994 0.597

=====

Entry 10:
16
Properties=species:S:1:pos:R:3 method="wB97M-V/def2-TZVPD" lumo_ev=0.4 charge=0 orbital_gap_ev=7.622
C -1.631 0.359 -1.148
C -0.547 0.340 -0.114
C 0.954 0.293 -0.242
C 1.544 0.640 1.122
C 1.460 -1.174 -0.384
C 0.445 0.616 1.915
N -0.781 0.480 1.156
H -2.432 1.058 -0.872
H -1.238 0.675 -2.119
H -2.082 -0.631 -1.281
H 1.295 0.860 -1.118
H 1.373 -1.697 0.573
H 2.526 -1.129 -0.613
H 0.938 -1.741 -1.159
H 0.324 0.657 2.991
H -1.717 0.503 1.552

=====

Entry 11:
16
Properties=species:S:1:pos:R:3 method="wB97M-V/def2-TZVPD" lumo_ev=0.9 charge=0 orbital_gap_ev=7.751
C -0.524 0.538 1.883
N 0.419 0.547 0.968
C 1.463 -0.297 0.744
C -0.306 -1.045 -0.833
C -0.919 0.328 -1.143
C 0.315 0.945 -0.480
C 1.112 -0.363 -0.715
H -0.422 -0.197 2.674
H -0.653 -1.259 0.195
H -1.299 1.289 1.896
H 1.569 -1.164 1.399
H -0.472 -1.924 -1.452
H -1.901 0.564 -0.721
H -0.888 0.571 -2.211
H 0.661 1.959 -0.688
H 1.846 -0.493 -1.516

=====

Entry 12:
16
Properties=species:S:1:pos:R:3 method="wB97M-V/def2-TZVPD" lumo_ev=1.1 charge=0 orbital_gap_ev=10.361
C -1.469 2.486 1.794
C -1.076 1.622 0.688
C -0.613 0.925 -0.176
C 0.224 0.193 -1.131
N 0.988 -0.828 -0.426
C 1.399 -1.929 -1.268
C 0.302 -2.097 -0.281
H -2.533 2.749 1.758
H -0.864 3.401 1.768
H -1.255 1.986 2.747
H -0.318 -0.234 -2.007
H 0.932 0.937 -1.508
H 2.395 -2.324 -1.077
H 1.126 -1.851 -2.321
H -0.724 -2.158 -0.647
H 0.476 -2.628 0.653

=====

Entry 13:
16
Properties=species:S:1:pos:R:3 method="wB97M-V/def2-TZVPD" lumo_ev=0.9 charge=0 orbital_gap_ev=9.203
C 0.495 -0.685 -2.305
C 0.350 -0.519 -0.827
C -0.707 -0.618 -0.021
C -0.291 -0.148 1.350
C 1.205 0.139 1.269
C -0.972 1.176 1.742
N 1.451 -0.076 -0.016
H 1.454 -1.135 -2.585
H -0.304 -1.323 -2.692
H 0.425 0.289 -2.806
H -1.704 -0.930 -0.307
H -0.468 -0.906 2.125
H -0.659 1.964 1.047
H -2.064 1.110 1.693
H -0.676 1.473 2.751
H 2.377 0.041 -0.407

=====

Entry 14:
16
Properties=species:S:1:pos:R:3 method="wB97M-V/def2-TZVPD" lumo_ev=1.1 charge=0 orbital_gap_ev=8.909
C -1.770 0.287 -0.184
C -0.791 -0.491 0.747
C 0.687 -0.183 0.859
C 0.578 1.161 -0.048
C 1.440 -0.761 -0.297
C -0.694 -0.499 -0.875
H -2.618 -0.274 0.025
H -1.695 1.505 -0.182
H -1.026 -1.441 1.415
H 1.103 0.100 1.815
H 1.613 1.809 0.189
H -0.005 2.112 -0.104
H 2.425 -0.282 -0.278
H 1.213 -1.687 -0.626
H -0.961 -1.512 -1.357
N 0.501 0.155 -1.099

=====

Entry 15:
16
Properties=species:S:1:pos:R:3 method="wB97M-V/def2-TZVPD" lumo_ev=1.0 charge=0 orbital_gap_ev=9.282
C 0.890 -0.487 -1.098
C 0.220 -1.130 0.924
C 0.264 0.194 0.188
C 1.198 1.332 0.589
C -1.172 0.590 -0.067
C -1.918 -0.474 0.227
N -1.061 -1.479 0.758
H 1.950 -0.687 -0.919
H 0.764 0.212 -1.922
H 0.436 -1.446 -1.371
H 1.288 2.031 -0.255
H 2.195 0.946 0.817
H 0.840 1.905 1.450
H -1.526 1.559 -0.408
H -2.982 -0.650 0.133
H -1.384 -2.415 0.954

=====

Asked for ΔE to the lowest compared entry with this formula, charge and spin across the records above, the calculation gives 81.0 87.7 102.7 101.9 79.2 79.4 107.5 22.9 27.5 82.0 106.0 75.6 51.6 147.1 61.9 kcal/mol in order.
Asked for molecular weight across the records above, the calculation gives 200.1 95.1 95.1 95.1 95.1 95.1 95.1 95.1 95.1 95.1 95.1 95.1 95.1 95.1 95.1 g/mol in order.
Asked for energy across the records above, the calculation gives -45866.2090 -7854.3556 -7853.7072 -7853.7395 -7854.7252 -7854.7166 -7853.4983 -7857.1654 -7856.9663 -7854.6024 -7853.5643 -7854.8828 -7855.9236 -7851.7808 -7855.4757 eV in order.